(1)
Computed, not measured: a structure of composition C25H30BrF6N2O10S6Sb2Y in a non-equilibrium geometry, with the ωB97M-V functional and the def2-TZVPD basis.

gap between HOMO and LUMO: 0.20619 hartree
E: -215353.076 eV
spin multiplicity: 1
energy above the lowest of the compared OMol25 structures with the same formula, charge and spin: 1.6048 eV
net charge: -2
LUMO: 3.3386 eV

Last column: Löwdin charge in e.
CARTESIAN COORDINATES (ANGSTROEM)
1 Sb -3.489021 2.869027 0.689871  -0.077
2 Sb -0.573661 -1.392409 2.091907  1.503
3 Y -0.543338 1.100704 -0.412744  0.863
4 Br -0.871872 1.444218 -9.306221  0.714
5 S -1.465233 1.895041 1.839625  -0.101
6 S -2.242690 2.656059 -1.441258  -0.064
7 S 2.403552 3.668023 -1.217204  0.630
8 S -5.170097 1.313564 0.560128  -0.276
9 S -3.453289 5.023468 1.430471  -0.313
10 S 2.895893 2.946991 1.505216  0.633
11 F 4.501968 4.830719 2.575520  0.126
12 F 2.477901 5.474224 2.287879  0.127
13 F 0.314230 4.556244 -0.048079  0.134
14 F 2.968410 4.148678 3.899116  0.139
15 F 0.483578 5.179807 -2.108453  0.147
16 F 1.642928 6.157353 -0.587395  0.133
17 O 1.609978 2.473253 -1.462495  -0.353
18 O 3.730921 -0.765200 0.208461  0.138
19 O -1.309616 -0.818015 -4.564224  0.124
20 O -0.370147 0.611258 -3.051923  0.011
21 O -2.508383 -1.978584 -2.706320  0.015
22 O 1.535489 2.563473 1.800696  -0.357
23 O 3.944998 1.969445 1.827840  -0.326
24 O -1.984612 -0.667521 -0.958561  -0.112
25 O 3.266310 4.157743 -2.265815  -0.291
26 O 1.879409 0.439468 0.115839  -0.007
27 N 0.551849 -1.138645 -1.282890  0.106
28 N 3.239005 3.737617 0.151561  -0.295
29 C -1.015492 2.676164 -4.852314  -0.006
30 C -1.745175 -1.474428 -1.842075  -0.632
31 C -1.445685 -3.983183 0.897148  -0.162
32 C -2.123008 -2.626861 4.555724  -0.146
33 C 3.236691 4.426628 2.634025  -0.678
34 C 2.365738 -2.698375 -1.558773  0.005
35 C -0.893456 1.352898 -5.204524  -0.113
36 C -1.044540 3.282423 -7.167150  -0.130
37 C -0.867461 0.964307 -6.537270  -0.065
38 C 1.053783 -0.800604 3.375252  -0.571
39 C 1.488993 -3.566924 -2.205079  -0.035
40 C -0.274519 -1.952796 -1.848628  -0.202
41 C -2.178503 -1.527157 3.492082  -0.578
42 C 0.127354 -3.213851 -2.339276  0.038
43 C -0.190222 -3.497149 1.647205  -0.560
44 C -0.847720 0.335142 -4.138819  -0.449
45 C 1.120102 4.984554 -0.973135  -0.723
46 C -1.075929 3.645774 -5.827603  -0.047
47 C -3.530768 -1.516374 2.772353  -0.156
48 C 2.485814 -0.506233 -0.227044  -0.461
49 C 0.503669 0.091240 4.494874  -0.167
50 C 2.007713 -1.826456 3.953725  -0.153
51 C 0.265110 -4.592426 2.615055  -0.143
52 C -0.935951 1.943831 -7.497296  -0.706
53 C 1.820724 -1.516885 -1.119936  -0.161
54 H -0.493386 -4.748822 3.423032  0.070
55 H 1.623793 -0.148224 2.715079  0.045
56 H 1.790464 -4.542480 -2.600949  0.107
57 H 1.210116 -4.404977 3.113836  0.043
58 H -0.813091 -0.066485 -6.821178  0.105
59 H -1.699181 -1.423897 -3.870630  0.053
60 H 0.584510 -3.385899 0.883009  0.049
61 H 1.473633 -2.530023 4.590296  0.060
62 H -1.174974 4.686904 -5.564377  0.111
63 H 2.763091 -1.325333 4.557353  0.070
64 H -0.177747 0.866448 4.082243  0.023
65 H -3.613706 -0.692034 2.032717  0.018
66 H -1.777391 -3.275203 0.132158  0.050
67 H -1.282716 -4.956579 0.445553  0.064
68 H 3.376337 -2.972496 -1.327578  0.115
69 H -2.072574 -0.580176 4.001478  0.053
70 H -0.580535 -3.922916 -2.778332  0.126
71 H -2.305731 -4.083218 1.598950  0.069
72 H -1.130299 2.945462 -3.818207  0.043
73 H 0.347130 -5.489987 2.017742  0.056
74 H -2.313402 -3.605073 4.128279  0.049
75 H 3.840727 0.010066 0.815444  0.114
76 H 2.522956 -2.392452 3.190499  0.056
77 H -1.071621 4.021652 -7.962122  0.095
78 H -4.346103 -1.437780 3.514871  0.080
79 H -0.046322 -0.467850 5.260458  0.064
80 H -3.684041 -2.433442 2.217597  0.048
81 H -2.892983 -2.465482 5.318909  0.071
82 H -1.152635 -2.671789 5.049553  0.053
83 H 1.323952 0.632856 4.985214  0.075

Forces on the atoms, in the same order (eV/Å):
Sb 1.58 -0.73 -0.30
Sb 0.19 -0.11 -0.47
Y 0.42 -0.61 -0.18
Br 0.01 -0.13 -0.61
S -1.06 0.17 0.26
S -0.91 0.79 -0.11
S 0.82 0.99 0.28
S 0.17 0.59 0.23
S -0.42 -0.24 -0.16
S 0.79 0.10 0.41
F 0.49 -0.18 -0.20
F -0.09 -0.33 -0.16
F -0.83 -0.11 0.73
F -0.17 -0.51 0.46
F -0.43 0.07 -0.62
F 0.23 -0.16 -0.07
O 0.07 0.29 0.27
O -0.81 0.78 0.16
O 0.24 0.15 -0.56
O -0.50 -0.39 -0.01
O 0.37 0.05 0.48
O 0.74 0.42 -0.47
O -0.84 0.75 -0.36
O -0.60 1.12 0.97
O -0.55 -0.53 0.39
O -1.22 2.30 1.15
N 1.13 0.01 0.63
N -0.93 -1.13 -0.21
C -0.02 0.36 0.28
C 0.39 -1.53 -0.84
C -0.56 0.42 0.80
C 0.14 0.16 -0.16
C -0.32 0.27 -0.43
C -0.61 -0.34 -0.11
C -0.05 -0.19 -0.44
C 0.21 0.26 -0.12
C -0.05 0.27 0.05
C 0.06 0.39 0.60
C -1.37 -0.20 -0.42
C -1.31 -1.68 -1.05
C -0.52 -0.21 0.29
C 1.09 0.06 0.21
C -0.12 -0.22 -0.27
C 0.42 0.36 -0.07
C 0.83 -0.06 -0.02
C -0.16 0.16 -0.62
C 0.03 0.54 -0.12
C 1.53 -2.70 -1.11
C -0.30 0.71 -0.32
C -0.31 -0.12 0.00
C -0.91 0.56 0.67
C 0.02 0.21 0.20
C 0.28 0.86 0.72
H 0.52 -0.03 -0.67
H 0.05 0.15 -0.10
H 0.14 0.40 0.29
H 0.18 0.14 -0.08
H 0.04 -0.35 0.03
H -0.28 -0.23 0.44
H 0.22 -0.05 -0.06
H 0.01 -0.13 0.15
H -0.02 0.10 0.10
H 0.14 0.08 0.14
H 0.34 -0.40 0.27
H -0.04 -0.29 0.56
H 0.07 -0.11 0.00
H 0.05 -0.27 -0.22
H 0.33 0.07 -0.05
H -0.03 0.43 0.14
H 0.15 0.52 0.15
H 0.52 -0.03 -0.36
H 0.16 0.03 0.36
H 0.10 -0.63 0.06
H -0.04 -0.26 -0.18
H 0.71 -0.26 -0.02
H 0.17 -0.25 -0.31
H -0.07 -0.03 0.17
H 0.21 0.11 -0.32
H 0.09 -0.06 -0.10
H -0.08 -0.37 -0.13
H 0.02 0.08 -0.01
H 0.08 0.01 0.11
H -0.05 -0.13 0.01

---

(2)
Computed, not measured: a cluster of 13 separate species, C5H33NO12 in total in a non-equilibrium geometry, with the ωB97M-V functional and the def2-TZVPD basis.

gap between HOMO and LUMO: 0.26262 hartree
E: -31780.006 eV
spin multiplicity: 1
energy above the lowest of the compared OMol25 structures with the same formula, charge and spin: 3.5351 eV
LUMO: -0.1137 eV

Last column: natural (NBO) charge in e.
CARTESIAN COORDINATES (ANGSTROEM)
1 O -3.151437 -0.339332 -3.048937  -0.964
2 O -1.627040 1.735434 -3.332168  -1.009
3 O 1.361061 -2.765915 3.529364  -0.983
4 O 2.247949 0.934863 0.437180  -1.026
5 O -0.279894 -0.227946 1.533367  -0.975
6 O -2.667934 2.694663 0.240896  -0.960
7 O 1.998802 3.320514 -0.143549  -0.960
8 O 1.236456 1.210837 3.296593  -0.972
9 O -0.483571 3.554456 1.422138  -0.997
10 O -0.462730 1.249871 -0.825901  -1.012
11 O 3.243667 -0.869615 2.005134  -1.017
12 O 3.009066 1.162598 -2.032471  -0.973
13 N 1.250653 -2.929252 0.744496  -0.855
14 C -2.810314 -1.373364 -0.238461  -0.511
15 C 0.139373 -2.777289 -1.941597  -0.625
16 C -0.634270 -2.521755 -0.677068  -0.180
17 C -0.125911 -2.657910 0.560663  0.086
18 C -2.114101 -2.410607 -0.712463  -0.128
19 H 1.169228 3.820394 -0.123804  0.505
20 H -3.082141 3.457165 -0.175922  0.489
21 H -0.179273 0.293388 0.718347  0.472
22 H 1.715954 -3.521961 0.073886  0.360
23 H 3.063384 -1.763428 1.708219  0.478
24 H 1.745592 -1.883501 3.613443  0.513
25 H 0.260943 -1.826646 -2.485055  0.215
26 H 3.757232 0.885784 -2.569086  0.475
27 H -4.078511 -0.177699 -2.848801  0.474
28 H 2.085915 3.141367 -1.094375  0.490
29 H -3.891379 -1.531322 -0.189401  0.187
30 H -2.383030 -0.546935 0.304146  0.222
31 H 2.564746 1.834188 0.124483  0.521
32 H 1.895867 1.335008 2.593995  0.501
33 H 2.757797 0.390869 -1.511664  0.495
34 H -2.721662 -0.360200 -2.171274  0.506
35 H 1.348214 0.882766 0.058464  0.502
36 H 1.110366 -3.244853 -1.793874  0.202
37 H 0.458956 0.132728 2.058331  0.488
38 H 2.978215 -0.214828 1.316419  0.500
39 H -0.023361 3.071225 2.118745  0.487
40 H -2.576554 -3.184880 -1.324618  0.189
41 H -0.481107 -3.425113 -2.564948  0.211
42 H -0.698790 -2.598470 1.470162  0.212
43 H -1.383489 3.186763 1.375320  0.496
44 H -3.342067 2.010681 0.309935  0.497
45 H -2.185975 1.010379 -3.684683  0.521
46 H -1.913288 2.630405 -3.507059  0.478
47 H 0.496679 -2.871907 3.925320  0.481
48 H -0.846038 2.020654 -0.375520  0.498
49 H -0.589324 1.505139 -1.760255  0.517
50 H 1.395937 -3.347073 1.656865  0.402
51 H 1.441138 1.899679 3.937052  0.480

Forces on the atoms, in the same order (eV/Å):
O -0.07 -0.05 0.03
O 1.03 -0.02 0.20
O 0.55 -0.76 -0.05
O 0.05 0.55 -0.28
O 0.58 0.99 0.10
O -0.41 0.08 -0.09
O -0.18 1.37 -1.30
O 0.33 0.67 0.06
O 0.03 0.12 0.07
O 0.17 0.67 -0.29
O 0.50 0.33 0.62
O 0.13 0.09 -0.56
N -0.29 -0.40 0.85
C -0.97 -1.18 0.57
C -0.77 0.51 0.01
C -0.80 -0.59 1.33
C 1.70 -0.57 -1.44
C 1.30 0.76 -1.21
H -0.03 -0.22 0.70
H -0.09 -0.05 0.02
H -0.63 -0.61 0.07
H -0.37 0.14 -0.47
H -0.31 0.19 -0.47
H -0.54 0.15 0.07
H 0.18 -0.30 -0.01
H -0.03 0.02 -0.05
H -0.02 -0.08 -0.06
H 0.32 -0.05 0.09
H 0.08 0.49 -0.17
H 0.30 0.02 0.08
H -0.68 -1.38 0.81
H 0.06 -0.19 -0.01
H 0.09 0.09 0.16
H -0.13 -0.28 -0.24
H 0.44 0.17 0.08
H -0.03 0.05 -0.01
H -0.71 -0.47 0.18
H -0.06 -0.92 0.24
H -0.06 -0.15 -0.07
H -0.44 0.04 0.26
H 0.18 -0.06 -0.23
H -0.12 0.17 -0.13
H 0.37 0.07 0.12
H 0.02 -0.02 -0.03
H -0.27 0.75 0.28
H -0.47 -0.23 -0.47
H 0.02 0.68 0.27
H 0.06 -0.29 0.20
H -0.06 -0.54 -0.06
H 0.09 0.37 0.09
H -0.02 -0.13 0.14

---

(3)
Computed, not measured: a cluster of 2 separate species, C5H6BrF in total in a non-equilibrium geometry, with the ωB97M-V functional and the def2-TZVPD basis.

gap between HOMO and LUMO (alpha / beta): 0.32695 / 0.32688 hartree
E: -78036.863 eV
spin multiplicity: 1
energy above the lowest of the compared OMol25 structures with the same formula, charge and spin: 3.5251 eV
LUMO (alpha / beta): -1.0763 / -1.0766 eV

Last column: natural (NBO) charge in e.
CARTESIAN COORDINATES (ANGSTROEM)
1 Br 3.164977 0.278949 0.359667  0.230
2 F 0.412461 1.178207 2.098135  -0.666
3 C 0.396095 0.546108 -0.857272  -0.181
4 C -1.008238 0.626028 -0.322871  -0.379
5 C 0.496600 -0.918254 -0.166305  -0.269
6 C 1.313813 0.147073 0.271052  0.250
7 C -0.908867 -0.757805 0.350934  -0.388
8 H -1.087918 -0.758582 1.487358  0.273
9 H 0.980686 -1.900711 -0.396626  0.244
10 H -1.609366 0.425071 -1.100585  0.198
11 H -1.208880 1.519658 0.221080  0.254
12 H -1.647351 -1.372695 -0.239334  0.212
13 H 0.705987 0.986953 -1.705232  0.224

Forces on the atoms, in the same order (eV/Å):
Br -0.95 -0.03 0.17
F 1.13 -1.26 -1.96
C 0.47 -1.25 4.92
C 2.02 -0.03 1.55
C 0.77 -2.45 0.96
C -1.24 2.51 -0.52
C -1.76 -0.02 0.89
H 0.60 -0.31 -1.87
H -0.52 0.95 -0.07
H -2.55 0.26 -2.84
H -0.29 0.41 0.52
H 0.93 0.04 1.13
H 1.41 1.17 -2.89

---

(4)
Computed, not measured: a structure of composition C16H20NORuSe in a non-equilibrium geometry, with the ωB97M-V functional and the def2-TZVPD basis.

gap between HOMO and LUMO (alpha / beta): 0.17162 / 0.25052 hartree
E: -88375.766 eV
spin multiplicity: 5
net charge: -1
LUMO (alpha / beta): 2.8295 / 2.8071 eV

Last column: natural (NBO) charge in e.
CARTESIAN COORDINATES (ANGSTROEM)
1 Ru -0.220894 -0.483939 0.344188  0.750
2 Se -0.746613 -0.875305 5.039599  -0.301
3 O 0.698374 2.256830 1.097069  -0.478
4 N -0.206153 -0.236457 2.209528  -0.605
5 C -0.415729 -0.485619 3.357990  0.146
6 C 2.092782 -1.200720 -0.435243  -0.314
7 C 1.400583 2.674406 -2.880065  -0.400
8 C -2.188614 -0.777637 0.193952  -0.353
9 C 0.116203 -2.387627 -0.702423  -0.326
10 C 0.943450 2.709644 0.016746  0.303
11 C -2.511691 0.308353 1.104741  -0.238
12 C -1.808209 -0.157733 -1.073232  -0.410
13 C 0.344134 1.040831 -4.214443  -0.639
14 C 1.679147 -1.648879 0.857112  -0.310
15 C 0.443570 -2.396850 0.708622  -0.329
16 C -2.341685 1.525873 0.392563  -0.289
17 C 2.891118 0.995152 -3.568913  -0.640
18 C 1.594636 1.742413 -3.795065  0.004
19 C -1.895851 1.242460 -0.899350  -0.289
20 C 1.120368 -1.635324 -1.384633  -0.333
21 H -0.684641 -2.957622 -1.159484  0.224
22 H 0.212113 3.203394 -0.723153  0.101
23 H 2.590591 -0.064781 -3.369665  0.222
24 H 3.248297 1.423272 -2.618560  0.217
25 H -2.611980 2.501427 0.804232  0.207
26 H 2.283524 3.203819 -2.403028  0.183
27 H -0.091264 -2.944300 1.474320  0.239
28 H -1.792292 -0.701720 -2.043321  0.224
29 H -2.445456 -1.832990 0.348354  0.227
30 H -1.738503 1.993807 -1.707057  0.198
31 H -0.460514 1.653626 -3.759717  0.219
32 H -2.900599 0.200792 2.096927  0.224
33 H 2.989144 -0.633706 -0.654740  0.215
34 H 1.140414 -1.482427 -2.460700  0.202
35 H 0.409563 3.223599 -2.777316  0.188
36 H 0.395934 0.079257 -3.662505  0.229
37 H 0.181788 0.877826 -5.307581  0.206
38 H 3.683848 1.065978 -4.347691  0.207
39 H 2.212792 -1.526064 1.799405  0.238
40 H 1.978333 3.000017 -0.399042  0.083

Forces on the atoms, in the same order (eV/Å):
Ru 1.55 3.50 -2.69
Se -0.20 -0.17 0.77
O 0.32 0.16 -0.76
N 0.02 0.18 7.38
C 0.70 0.72 -3.00
C -0.57 -0.25 0.19
C -0.14 3.83 -0.10
C -2.59 -0.03 -0.23
C 1.32 -1.03 0.15
C 0.38 2.36 -0.83
C -0.89 0.33 -1.72
C -1.25 -1.23 -1.02
C -0.37 -0.22 -0.40
C 0.46 -1.39 -0.50
C 1.22 -1.73 -0.72
C -0.69 -0.20 0.91
C 0.21 -0.51 -0.22
C -0.03 -0.89 1.65
C -0.18 1.09 -1.04
C 0.48 -0.82 -0.16
H 0.00 0.31 0.05
H -0.01 -1.14 1.20
H 0.69 0.70 -0.28
H 0.51 -0.56 -0.55
H 0.45 -0.27 -0.19
H -1.21 -0.88 -0.42
H 0.21 0.01 -0.04
H 0.16 0.58 0.83
H -0.13 0.56 -0.09
H -0.04 -0.70 0.77
H 0.01 -0.73 -0.72
H 0.13 -0.04 0.30
H -0.15 0.02 0.04
H 0.05 0.03 0.31
H 1.32 -0.88 -0.14
H -0.48 0.32 -0.60
H 0.18 0.06 0.83
H -0.66 -0.20 0.37
H -0.28 0.19 -0.38
H -0.54 -1.08 1.02